1.
50
Properties=species:S:1:pos:R:3:nbo_charge:R:1 method="wB97M-V/def2-TZVPD" multiplicity=1 total_energy_ev=-25729.91095 smiles=c1ccncc1.C1CCOC1.C1CCOC1.C1CCOC1 total_charge=0 e_homo_ev=-9.50 de_lowest_ev=4.152
O 2.8221 -0.6372 5.2507 -0.54
O -0.1212 -2.5765 -0.0693 -0.54
O -2.0499 1.7057 -0.4862 -0.54
N -3.2039 0.0806 -4.3626 -0.42
C -3.0219 1.9151 0.5710 -0.07
C -3.0408 0.9167 -5.3957 0.03
C -2.3564 2.9167 1.5104 -0.44
C -1.3469 2.9254 -0.6602 -0.07
C 1.0922 -3.2910 -0.3265 -0.07
C -1.0684 0.8403 -3.5382 -0.26
C 2.2064 -2.5739 4.0642 -0.43
C 2.4291 -0.2542 3.9194 -0.07
C -1.1638 3.4926 0.7303 -0.43
C -0.8952 1.6124 -4.6757 -0.18
C 2.0365 -2.3185 -1.0392 -0.43
C -1.8928 1.6718 -5.6259 -0.27
C 1.0566 -1.2725 -1.5944 -0.44
C 2.7661 -1.5166 3.1184 -0.43
C -2.2017 0.0260 -3.4831 0.05
C 0.0510 -1.2098 -0.4681 -0.08
C 2.6590 -2.0403 5.4283 -0.07
H 2.6852 -1.7970 -0.3275 0.20
H 3.6430 -2.4219 5.7109 0.17
H -3.0765 3.6902 1.7842 0.21
H 0.3664 -0.6082 0.3918 0.16
H -1.7512 2.1513 -6.5841 0.22
H 2.6541 -3.5499 3.8694 0.21
H 1.8860 -2.2768 6.1653 0.18
H -0.3958 2.6966 -1.1443 0.19
H -1.8799 3.6044 -1.3358 0.17
H 0.0276 2.1756 -4.7595 0.21
H -3.8445 0.9234 -6.1202 0.19
H 0.6577 -1.5943 -2.5589 0.21
H -0.2135 3.2275 1.1959 0.21
H -0.9313 -0.8141 -0.7295 0.20
H 3.8355 -1.6975 3.0287 0.21
H -2.3275 -0.6821 -2.6744 0.19
H 2.2342 -1.5949 2.1673 0.21
H 1.1191 -2.6119 4.0023 0.20
H 1.4936 -3.6862 0.6056 0.18
H 0.8518 -4.0939 -1.0259 0.17
H 3.0858 0.5807 3.6718 0.19
H 1.6085 -0.3624 -1.8429 0.21
H -1.1615 4.5840 0.7553 0.21
H -3.1177 0.9014 0.9541 0.20
H 2.7184 -2.7814 -1.7498 0.22
H -3.9203 2.3478 0.1197 0.17
H 1.3894 0.0775 3.8909 0.17
H -0.3289 0.7992 -2.7541 0.22
H -2.0638 2.4001 2.4258 0.21

2.
17
Properties=species:S:1:pos:R:3:nbo_charge:R:1 method="wB97M-V/def2-TZVPD" multiplicity=1 total_energy_ev=-9439.83089 smiles="C=C/C=C(/C)O.O" total_charge=0 e_homo_ev=-8.42 de_lowest_ev=3.212
O 0.4606 0.8842 -0.0327 -0.72
O 1.8055 1.0468 -3.6772 -0.93
C 1.7316 -0.3898 1.5615 -0.67
C -2.0235 -0.4390 0.7092 -0.21
C -2.2451 0.0393 -0.5347 -0.42
C 0.4193 -0.2220 0.7971 0.37
C -0.6915 -0.8965 1.1246 -0.36
H 1.4998 0.4360 -2.9867 0.47
H 2.2863 -1.2061 1.0632 0.23
H -0.2404 1.5083 0.1852 0.49
H 1.3966 -0.6718 2.5596 0.22
H -2.8761 -0.7563 1.3226 0.21
H -1.6898 -0.4170 -1.3376 0.21
H -0.6531 -1.8394 1.6469 0.22
H -3.1728 0.5395 -0.8235 0.19
H 1.6630 1.8751 -3.2094 0.46
H 2.3297 0.5085 1.6318 0.23